The following is a DFT calculation (wB97M-V/def2-TZVPD) of the molecule C5H6N2O2S in a non-equilibrium geometry.

The value obtained for the lowest unoccupied orbital energy is 0.64 eV. The strongest force on any atom is 0.113 hartree/bohr. As for the HOMO-LUMO gap: 9.198 eV.

Cartesian coordinates (Å):
1 S -2.102 1.408 1.131
2 O 0.855 -1.851 1.127
3 O 1.796 -1.073 -0.733
4 N -0.753 -0.473 2.469
5 N -1.397 1.698 -0.315
6 C -0.537 0.789 -0.780
7 C 0.800 -1.122 0.206
8 C -1.003 0.131 1.317
9 C -0.255 -0.176 0.257
10 C 0.083 0.788 -2.247
11 H 2.480 -1.687 -0.440
12 H -0.578 1.216 -2.989
13 H 0.930 1.515 -2.100
14 H -0.010 -1.231 2.437
15 H 0.387 -0.217 -2.533
16 H -0.694 0.286 3.194

Mulliken atomic charge list, values in e, 4 entries: 0.005, -0.652, -0.462, -0.489